Density functional theory data (ωB97M-V/def2-TZVPD) for a cluster of 2 separate species, C5H10 in total.

Structure (XYZ):
```
15
Properties=species:S:1:pos:R:3:forces:R:3
C 0.092 1.231 -1.386 -1.40 0.72 -0.49
C 0.844 0.176 -0.608 -0.72 -0.35 2.27
C -0.005 -0.490 0.484 -1.20 -2.14 -0.14
C -0.929 -1.424 0.039 0.36 -0.99 -1.52
C 0.303 -0.257 1.822 0.86 0.51 1.46
H 0.418 2.287 -1.286 0.11 -0.65 0.24
H -0.959 1.173 -1.019 0.59 0.30 -0.26
H 0.006 1.052 -2.469 0.37 -0.19 0.21
H 1.595 0.540 0.097 0.99 0.27 -1.30
H 1.039 -0.731 -1.151 1.11 0.13 -0.78
H -1.576 -1.982 0.710 0.13 0.09 0.11
H -0.732 -1.944 -0.953 -0.51 0.94 1.02
H -1.309 0.931 1.024 -0.15 0.61 0.52
H 1.263 0.283 1.958 -0.79 -0.01 0.37
H -0.047 -0.845 2.738 0.26 0.77 -1.73
```
Positions in Å, forces in eV/Å.

lowest unoccupied orbital energy (spin up / spin down): 4.61 / 4.50 eV
net charge: -1
relative energy (zero: lowest compared OMol25 entry of this formula, charge and spin): 280.6 kJ/mol
2S+1: 2

***

Density functional theory data (ωB97M-V/def2-TZVPD) for the molecule C5H10.

Structure (XYZ):
```
15
Properties=species:S:1:pos:R:3:forces:R:3
C -1.267 0.548 -0.007 1.49 0.60 -0.60
C 0.309 1.293 -0.404 -2.07 -0.84 0.50
C 1.369 0.206 -0.075 -1.03 -1.46 0.29
C 0.468 -1.132 -0.002 1.33 0.94 -0.05
C -0.841 -0.761 0.645 0.29 -0.53 -0.27
H -1.707 0.400 -0.998 -0.06 -0.18 0.19
H -2.037 1.084 0.611 1.21 0.08 -0.56
H 0.317 1.531 -1.484 -0.23 -0.09 0.62
H 0.380 2.228 0.168 0.28 -0.36 -0.18
H 1.887 0.418 0.879 -0.32 -0.23 -0.38
H 2.131 0.001 -0.847 -0.28 0.66 0.21
H 0.841 -2.052 0.491 0.52 0.70 -0.31
H 0.210 -1.412 -1.047 0.37 0.15 0.43
H -0.788 -0.677 1.744 0.09 -0.07 -0.42
H -1.300 -1.716 0.360 -1.58 0.62 0.52
```
Positions in Å, forces in eV/Å.

lowest unoccupied orbital energy: 1.24 eV
net charge: 0
relative energy (zero: lowest compared OMol25 entry of this formula, charge and spin): 113.9 kJ/mol